# 1
The following is a quantum chemistry calculation of a 3-piece molecular cluster, C7H15NO overall in a non-equilibrium geometry, from OMol25.

Its frontier orbital gap is 0.263 hartree. As for the charge: 0. The calculation puts the energy relative to the best compared isomer or geometry (same formula, charge and spin) at 138.0 kcal per mole. The calculation puts the LUMO energy at 0.7 eV. For the maximum force, the calculation gives 5.71 eV/A. The HOMO energy is -6.397 eV.

Structure (XYZ):
```
24
C7H15NO (the ωB97M-V functional and the def2-TZVPD basis)
C -0.33 0.82 0.66
C -0.05 -0.55 0.44
C -2.08 -0.05 1.61
C -0.67 -1.40 -0.63
C 1.96 0.55 -1.68
C 1.82 -0.04 -0.32
N -0.87 1.66 -0.28
C 2.85 -0.39 0.44
O -3.13 0.19 0.68
H -3.23 -0.59 0.12
H 0.22 1.30 1.45
H 0.33 -1.08 1.31
H -1.23 2.53 0.07
H -1.50 1.23 -0.95
H -2.15 0.69 2.40
H -2.14 -1.06 2.04
H -1.47 -2.02 -0.23
H 0.10 -2.06 -1.06
H -1.08 -0.81 -1.45
H 3.01 0.66 -1.99
H 1.47 -0.07 -2.43
H 1.52 1.55 -1.74
H 2.73 -0.80 1.44
H 3.89 -0.26 0.13
```

# 2
The following is a quantum chemistry calculation of a 2-piece molecular cluster, C2H2N2 overall in a non-equilibrium geometry, from OMol25.

Its frontier orbital gap (spin up / spin down) is 0.247 / 0.237 hartree. As for the charge: 0. The calculation puts the energy relative to the best compared isomer or geometry (same formula, charge and spin) at 148.3 kcal per mole. The calculation puts the LUMO energy (spin up / spin down) at -2.5 / -2.7 eV. For the maximum force, the calculation gives 4.42 eV/A. The HOMO energy (spin up / spin down) is -9.238 / -9.130 eV.

Structure (XYZ):
```
6
C2H2N2 (the ωB97M-V functional and the def2-TZVPD basis)
C -2.61 -0.25 0.01
C 0.70 -0.34 0.00
N -0.54 -0.35 0.02
N 1.89 -0.12 0.04
H -2.57 0.86 0.11
H 2.63 -0.77 -0.12
```

# 3
The following is a quantum chemistry calculation of C35H33ClN4RuSi2 as an isolated structure in a non-equilibrium geometry, from OMol25.

Its frontier orbital gap (spin up / spin down) is 0.152 / 0.184 hartree. As for the charge: +1. The calculation puts the energy relative to the best compared isomer or geometry (same formula, charge and spin) at 0.0 kcal per mole. The calculation puts the LUMO energy (spin up / spin down) at -2.7 / -5.2 eV. As for the spin multiplicity: 6. For the maximum force, the calculation gives 4.23 eV/A. The HOMO energy (spin up / spin down) is -6.861 / -10.187 eV.

Structure (XYZ):
```
76
C35H33ClN4RuSi2 (the ωB97M-V functional and the def2-TZVPD basis)
C 1.98 2.85 3.67
C 2.70 2.25 2.57
C 2.13 2.75 1.34
H 3.55 1.58 2.65
C 1.07 3.64 1.67
C 0.97 3.72 3.10
H 0.29 4.36 3.66
H 2.22 2.75 4.72
H 2.47 2.50 0.34
H 0.44 4.17 0.96
Ru 0.62 1.63 2.63
Si -0.13 -0.75 -2.83
C -0.21 -2.61 -3.07
C -1.44 -3.29 -3.01
H -2.35 -2.74 -2.73
C -1.50 -4.66 -3.28
H -2.46 -5.17 -3.26
C -0.34 -5.36 -3.60
H -0.39 -6.42 -3.86
C 0.90 -4.71 -3.58
H 1.82 -5.26 -3.79
C 0.97 -3.34 -3.30
H 1.94 -2.83 -3.26
C -1.56 -0.06 -3.83
C -1.46 -0.12 -5.23
H -0.59 -0.59 -5.69
C -2.48 0.40 -6.04
H -2.40 0.34 -7.12
C -3.60 1.01 -5.45
H -4.39 1.43 -6.08
C -3.72 1.06 -4.06
H -4.58 1.53 -3.59
C -2.72 0.49 -3.26
H -2.85 0.50 -2.17
H 1.16 -0.27 -3.35
Si -0.79 -0.53 -0.44
C -0.59 1.34 -0.86
C 0.48 1.88 -1.62
H 1.39 1.31 -1.82
C 0.38 3.16 -2.19
H 1.19 3.53 -2.83
C -0.76 3.93 -1.99
H -0.86 4.90 -2.48
C -1.75 3.47 -1.12
H -2.63 4.09 -0.91
C -1.63 2.22 -0.52
H -2.39 1.90 0.21
C 0.88 -1.38 -0.05
C 2.13 -0.75 -0.13
H 2.19 0.34 -0.25
C 3.31 -1.50 -0.11
H 4.27 -0.99 -0.28
C 3.26 -2.87 0.13
H 4.18 -3.45 0.16
C 2.02 -3.49 0.34
H 1.98 -4.56 0.55
C 0.84 -2.75 0.28
H -0.12 -3.23 0.44
H -2.06 -1.19 -0.20
Cl -1.14 -0.03 1.82
N 1.07 -1.28 5.65
C 2.12 -1.79 4.89
C 2.20 -1.04 3.75
N 1.21 -0.07 3.81
C 0.53 -0.23 4.96
C -0.54 0.70 5.21
N -0.77 1.64 4.29
C -1.80 2.45 4.73
C -2.20 1.99 5.96
N -1.41 0.89 6.26
H 0.74 -1.60 6.56
H 2.72 -2.61 5.22
H 2.85 -1.12 2.89
H -2.15 3.27 4.13
H -2.96 2.36 6.62
H -1.43 0.31 7.10
```

# 4
The following is a quantum chemistry calculation of C2H9BrSi2 as an isolated structure in a non-equilibrium geometry, from OMol25.

Its frontier orbital gap is 0.297 hartree. As for the charge: 0. The calculation puts the energy relative to the best compared isomer or geometry (same formula, charge and spin) at 26.8 kcal per mole. The calculation puts the LUMO energy at -0.1 eV. For the maximum force, the calculation gives 4.55 eV/A. The HOMO energy is -8.152 eV.

Structure (XYZ):
```
14
C2H9BrSi2 (the ωB97M-V functional and the def2-TZVPD basis)
C 0.85 -0.34 -1.77
C 0.99 1.26 1.03
Si -1.82 -1.31 1.12
Si -0.09 0.50 -0.35
Br -1.35 2.10 -1.22
H 1.58 0.19 -2.25
H 1.43 -1.15 -1.51
H 0.24 -0.55 -2.69
H 1.81 2.04 0.70
H 0.42 1.83 1.64
H 1.57 0.50 1.50
H -0.95 -1.21 2.30
H -3.20 -1.61 1.53
H -1.47 -2.25 -0.03
```